DFT (ωB97M-V/def2-TZVPD) results for a single C2H5NS2 molecule.

Each line ends with the Löwdin charge.
Geometry (Å):
C 1.41 1.30 0.46  -0.44
S 1.57 -0.31 -0.39  0.78
C 0.14 -1.21 0.26  -0.62
N -1.10 -0.92 0.42  -0.43
S -1.78 0.48 -0.26  0.72
H 2.38 1.78 0.35  0.03
H 0.67 1.97 0.00  0.00
H 1.12 1.19 1.53  0.06
H 0.43 -2.16 0.73  0.07
H -2.85 0.49 0.52  -0.15

## Properties
Kohn-Sham gap, hartree: 0.343
LUMO, eV: 0.571
Multiplicity: 1
SMILES: CS/C=N\S
HOMO energy, eV: -8.7709
Relative energy (zero: lowest compared OMol25 entry of this formula, charge and spin), kJ/mol: 135.7
Maximum force, eV Å⁻¹: 1.51

DFT (ωB97M-V/def2-TZVPD) results for a molecular structure, C24H25BF4IrN7OS.

Each line ends with the Löwdin charge.
Geometry (Å):
Ir -0.12 -0.81 0.20  1.20
C -2.06 0.72 4.02  0.01
C -1.63 -0.07 2.83  -0.19
N -1.30 0.47 1.70  -0.03
N -1.42 1.76 1.49  0.18
C -1.02 2.07 0.22  -0.35
O -0.73 1.19 -0.65  -0.07
C -0.99 3.50 -0.14  -0.16
C -0.50 3.86 -1.39  -0.01
C -0.41 5.19 -1.74  -0.05
C -0.82 6.17 -0.85  -0.05
C -1.31 5.82 0.40  -0.06
C -1.40 4.48 0.76  -0.01
C -1.61 -1.53 2.83  -0.22
C -1.93 -2.29 3.94  0.02
C -1.96 -3.67 3.83  -0.02
C -1.68 -4.26 2.61  -0.01
C -1.34 -3.44 1.55  -0.13
N -1.30 -2.12 1.66  -0.04
H -2.14 1.77 3.75  0.08
H -1.32 0.63 4.82  0.11
H -3.02 0.37 4.41  0.10
H -0.16 3.08 -2.07  0.12
H -0.02 5.47 -2.71  0.11
H -0.74 7.22 -1.12  0.11
H -1.62 6.59 1.10  0.11
H -1.78 4.19 1.72  0.11
H -2.15 -1.81 4.89  0.12
H -2.20 -4.28 4.69  0.12
H -1.72 -5.33 2.47  0.12
H -1.08 -3.85 0.58  0.11
C 5.83 -1.17 0.86  -0.06
C 4.98 -2.35 0.43  -0.22
N 4.03 -2.00 -0.64  0.04
C 2.73 -1.91 -0.56  -0.73
S 1.82 -2.25 0.86  0.70
N 2.15 -1.67 -1.81  0.08
N 0.88 -1.39 -1.74  -0.09
C 0.20 -1.37 -2.87  -0.18
C 0.80 -1.62 -4.20  0.00
C -1.24 -1.11 -2.70  -0.22
C -2.04 -0.76 -3.77  0.02
C -3.40 -0.53 -3.55  -0.02
C -3.90 -0.69 -2.28  -0.02
C -3.03 -1.06 -1.25  -0.11
N -1.74 -1.25 -1.45  0.00
H 6.56 -1.50 1.60  0.08
H 5.21 -0.38 1.29  0.07
H 6.38 -0.74 0.01  0.08
H 4.42 -2.76 1.26  0.08
H 5.61 -3.15 0.03  0.12
H 4.43 -1.67 -1.51  0.16
H 1.81 -2.00 -4.09  0.08
H 0.84 -0.69 -4.77  0.11
H 0.20 -2.34 -4.76  0.10
H -1.61 -0.65 -4.76  0.12
H -4.04 -0.23 -4.37  0.12
H -4.95 -0.54 -2.07  0.12
H -3.39 -1.19 -0.24  0.11
F 2.75 0.91 -0.97  0.08
B 2.44 1.62 0.23  -1.15
F 1.38 0.81 0.93  -0.09
F 1.87 2.86 -0.05  0.16
F 3.52 1.70 1.10  0.13

## Properties
Kohn-Sham gap (spin up / spin down), hartree: 0.232 / 0.183
LUMO (spin up / spin down), eV: -3.621 / -5.781
Multiplicity: 6
Charge: +1
HOMO energy (spin up / spin down), eV: -9.9250 / -10.7624
Relative energy (zero: lowest compared OMol25 entry of this formula, charge and spin), kJ/mol: 35.5
<S²>: 8.8192
Maximum force, eV Å⁻¹: 3.04

DFT (ωB97M-V/def2-TZVPD) results for 4 unconnected molecules or ions with the total composition C3H14NO3.

Each line ends with the Löwdin charge.
Geometry (Å):
C -2.12 0.62 1.11  -0.03
C -1.09 0.76 0.05  -0.34
C -1.12 1.66 -0.90  0.11
N 0.00 -0.22 0.11  0.22
H -2.45 1.55 1.56  0.09
H -3.08 0.22 0.74  0.10
H -1.95 -0.12 1.90  0.09
H -0.38 1.90 -1.66  0.09
H -1.90 2.37 -0.98  0.08
H 0.20 -0.60 1.03  0.13
H 0.94 0.12 -0.11  0.12
H -0.23 -1.00 -0.51  0.13
H -1.98 -2.89 -1.56  0.06
H -0.59 -3.51 -1.44  0.06
O -1.04 -2.67 -1.59  -0.04
H 3.01 -0.72 1.44  0.06
H 2.18 -0.66 2.77  0.07
O 2.13 -0.72 1.81  -0.04
H 2.82 1.89 -0.88  0.05
H 3.70 1.04 -1.76  0.06
O 2.95 0.97 -1.14  -0.06

## Properties
Kohn-Sham gap, hartree: 0.416
LUMO, eV: -2.772
Multiplicity: 1
Charge: +1
HOMO energy, eV: -14.0886
Relative energy (zero: lowest compared OMol25 entry of this formula, charge and spin), kJ/mol: 72.5
Maximum force, eV Å⁻¹: 1.93

DFT (ωB97M-V/def2-TZVPD) results for 3 unconnected molecules or ions with the total composition C4H9NO2.

Each line ends with the Löwdin charge.
Geometry (Å):
C -0.21 -0.47 -2.19  -0.11
C 0.88 0.28 -1.54  -0.07
C 0.28 0.96 -0.43  -0.16
N -1.06 0.80 -0.49  0.01
C -1.34 -0.08 -1.57  -0.14
H -0.16 -0.96 -3.12  0.07
H 1.93 0.11 -1.70  0.07
H 0.90 1.47 0.24  0.09
H -1.75 0.98 0.22  0.12
H -2.37 -0.10 -1.92  0.11
O 1.74 -0.72 2.14  0.00
H 1.62 -0.98 1.26  0.01
H 2.08 -1.50 2.49  0.02
O -1.20 -0.02 2.04  -0.02
H -0.98 0.55 2.76  0.04
H -0.36 -0.33 1.82  -0.04

## Properties
Kohn-Sham gap, hartree: 0.328
LUMO, eV: 0.706
Multiplicity: 1
SMILES: c1cc[nH]c1.O.O
HOMO energy, eV: -8.2298
Relative energy (zero: lowest compared OMol25 entry of this formula, charge and spin), kJ/mol: 185.6
Maximum force, eV Å⁻¹: 4.03

DFT (ωB97M-V/def2-TZVPD) results for a single C6H9NO molecule.

Each line ends with the Löwdin charge.
Geometry (Å):
C -1.02 1.16 -0.46  -0.18
C 0.23 1.55 0.16  -0.12
C 1.34 0.82 0.16  -0.08
C -2.59 -0.56 -0.29  -0.22
C -1.35 -1.13 0.24  -0.07
C 3.05 -0.93 0.07  -0.09
N 2.38 0.32 -0.16  0.06
O -1.79 0.32 0.53  -0.20
H -1.76 2.07 -0.55  0.17
H -0.76 0.43 -1.37  0.16
H 0.25 2.21 0.91  0.05
H -2.65 -0.26 -1.38  0.13
H -3.47 -0.73 0.24  0.09
H -1.53 -1.54 1.30  0.06
H 4.19 -0.99 -0.01  0.10
H 2.70 -1.62 -0.57  0.03
H 2.79 -1.13 1.18  0.11

## Properties
Kohn-Sham gap, hartree: 0.315
LUMO, eV: 0.950
Multiplicity: 1
HOMO energy, eV: -7.6318
Relative energy (zero: lowest compared OMol25 entry of this formula, charge and spin), kJ/mol: 750.9
Maximum force, eV Å⁻¹: 5.78

DFT (ωB97M-V/def2-TZVPD) results for 14 unconnected molecules or ions with the total composition C22H66F6N13O24S2.

Each line ends with the Löwdin charge.
Geometry (Å):
C -1.52 -0.68 1.87  -0.63
F -0.30 -0.34 2.13  0.15
F -1.93 -1.67 2.65  0.14
F -2.25 0.47 2.07  0.08
S -1.54 -1.46 0.03  0.73
O -0.89 -2.76 0.36  -0.35
O -2.95 -1.63 -0.34  -0.34
N -0.67 -0.36 -1.04  -0.32
S -1.09 -0.80 -2.44  0.53
O -1.26 -2.24 -2.77  -0.34
O -2.18 0.09 -2.86  -0.34
C 0.37 -0.19 -3.53  -0.71
F 1.48 -0.82 -3.24  0.14
F 0.13 -0.45 -4.82  0.12
F 0.54 1.11 -3.43  0.13
C 5.27 -3.69 4.74  -0.81
O 5.71 -4.41 5.60  0.04
N 5.95 -3.56 3.64  0.14
N 4.13 -3.07 4.59  0.16
H 5.62 -3.13 2.79  0.11
H 6.86 -4.00 3.67  0.12
H 3.43 -3.30 5.28  0.12
H 3.92 -2.78 3.64  0.11
C -1.63 -5.26 -8.88  -0.81
O -2.00 -5.21 -10.02  0.03
N -2.52 -5.43 -7.91  0.14
N -0.44 -5.12 -8.40  0.17
H -3.40 -5.81 -8.22  0.12
H -2.12 -5.49 -6.98  0.10
H -0.43 -5.13 -7.39  0.11
H 0.40 -5.07 -8.96  0.13
C -1.22 5.45 8.53  -0.80
O -1.33 4.50 9.30  0.02
N -0.90 5.39 7.26  0.16
N -1.70 6.60 8.83  0.15
H -0.69 6.15 6.63  0.11
H -0.73 4.45 6.92  0.12
H -1.84 6.69 9.82  0.12
H -1.83 7.38 8.20  0.12
C -9.17 -2.02 -4.13  -0.71
O -9.41 -3.25 -3.90  -0.03
N -8.04 -1.59 -4.65  0.15
N -10.16 -1.17 -4.30  0.14
H -7.53 -0.72 -4.60  0.11
H -7.35 -2.30 -4.84  0.11
H -10.19 -0.29 -4.80  0.11
H -10.93 -1.54 -3.76  0.11
C 3.39 -6.12 -3.78  -0.82
O 3.04 -6.73 -4.77  0.04
N 4.58 -5.59 -3.60  0.15
N 2.71 -5.95 -2.72  0.17
H 5.05 -5.34 -4.46  0.11
H 4.82 -4.98 -2.84  0.11
H 3.01 -5.42 -1.92  0.12
H 1.87 -6.50 -2.68  0.13
C 9.13 -1.91 -3.25  -0.76
O 8.63 -2.55 -2.37  0.06
N 10.45 -1.93 -3.53  0.13
N 8.52 -1.32 -4.28  0.14
H 11.04 -2.43 -2.88  0.11
H 10.82 -1.37 -4.28  0.10
H 9.01 -0.83 -5.01  0.10
H 7.53 -1.44 -4.38  0.11
C -2.68 5.47 0.04  -0.24
C -4.13 5.12 -0.02  -0.25
O -4.78 6.40 -0.12  -0.08
O -1.94 4.36 0.59  -0.08
H -2.56 6.33 0.70  0.13
H -2.30 5.54 -0.98  0.12
H -4.39 4.76 0.97  0.12
H -4.23 4.44 -0.86  0.13
H -5.70 6.25 -0.31  0.08
H -1.92 3.59 0.01  0.08
C 0.88 7.34 -6.11  -0.26
C 1.71 6.72 -7.21  -0.23
O 2.42 7.76 -7.92  -0.09
O 1.66 7.23 -4.95  -0.06
H 0.09 6.60 -6.00  0.12
H 0.53 8.35 -6.30  0.12
H 1.19 6.17 -7.99  0.12
H 2.42 6.05 -6.72  0.12
H 1.93 8.04 -8.70  0.08
H 2.42 7.77 -5.17  0.08
C -4.66 -2.24 11.23  -0.24
C -3.55 -1.18 10.72  -0.22
O -2.50 -1.02 11.67  -0.09
O -4.30 -3.58 11.25  -0.06
H -5.51 -2.19 10.56  0.11
H -4.94 -1.90 12.23  0.11
H -4.03 -0.21 10.71  0.11
H -3.16 -1.52 9.75  0.11
H -2.15 -0.16 11.44  0.08
H -3.36 -3.76 11.31  0.09
C -7.12 5.95 6.78  -0.20
C -6.76 4.68 7.51  -0.26
O -6.72 3.61 6.61  -0.07
O -6.54 7.24 7.21  -0.09
H -8.19 6.10 6.61  0.12
H -6.76 5.93 5.75  0.11
H -7.37 4.45 8.38  0.12
H -5.71 4.59 7.79  0.12
H -5.93 3.58 6.07  0.09
H -5.64 7.05 7.48  0.06
C -0.74 -8.24 6.03  -0.25
C -0.77 -9.70 6.66  -0.24
O -2.08 -10.19 6.60  -0.06
O -1.23 -8.01 4.72  -0.06
H 0.15 -7.68 6.30  0.11
H -1.46 -7.77 6.71  0.10
H -0.41 -9.70 7.68  0.12
H -0.13 -10.28 6.00  0.11
H -2.20 -10.26 5.65  0.08
H -0.99 -7.12 4.48  0.09
C 5.19 2.27 -9.83  -0.24
C 4.93 0.96 -10.56  -0.21
O 5.76 -0.12 -10.00  -0.06
O 6.58 2.55 -9.54  -0.08
H 4.56 2.21 -8.94  0.11
H 4.82 3.21 -10.22  0.11
H 5.02 1.14 -11.63  0.11
H 3.88 0.69 -10.52  0.12
H 6.52 0.32 -9.61  0.06
H 6.61 3.29 -8.93  0.08
C 4.70 2.82 -0.43  -0.21
C 4.45 1.88 0.76  -0.27
O 3.92 0.62 0.45  -0.07
O 5.87 2.60 -1.31  -0.07
H 4.70 3.78 0.07  0.10
H 3.78 2.98 -1.00  0.12
H 3.75 2.37 1.43  0.11
H 5.29 1.69 1.43  0.12
H 3.07 0.73 0.03  0.08
H 5.49 2.16 -2.07  0.07

## Properties
Kohn-Sham gap, hartree: 0.301
LUMO, eV: 1.189
Multiplicity: 1
Charge: -1
HOMO energy, eV: -6.9989
Relative energy (zero: lowest compared OMol25 entry of this formula, charge and spin), kJ/mol: 978.0
Maximum force, eV Å⁻¹: 6.33